18
Properties=species:S:1:pos:R:3:forces:R:3:lowdin_charge:R:1 method="wB97M-V/def2-TZVPD" multiplicity=1 charge=0 gap_ev=8.4260 e_homo_ev=-7.55 relative_energy_ev=5.539 total_energy_ev=-6411.4013 lumo_ev=0.88
C -0.946 -1.402 1.133 0.153 -0.115 -0.489 -0.10
C -0.559 0.045 1.454 -1.393 0.110 1.138 -0.28
C 0.655 0.542 0.701 1.537 -0.903 0.096 -0.23
C 0.413 0.503 -0.847 -1.896 1.257 2.671 -0.39
C -0.539 1.572 -0.946 -0.292 0.108 -0.670 0.05
C 0.896 -0.730 -1.578 0.001 0.127 -0.589 -0.05
H -1.398 -1.994 1.928 0.299 0.250 0.341 0.07
H -0.026 -1.875 0.788 -0.141 -0.531 0.199 0.05
H -1.670 -1.507 0.319 0.158 0.358 -0.167 0.07
H -1.431 0.704 1.381 0.100 0.121 -1.042 0.10
H -0.457 0.209 2.535 0.878 -0.577 0.002 0.11
H 0.928 1.515 1.093 -0.144 0.298 -0.506 0.11
H 1.507 -0.101 0.978 -0.088 -0.163 -0.040 0.11
H 0.716 1.521 -1.434 0.794 0.454 0.310 0.14
H -1.122 1.925 -1.809 0.429 -1.066 -0.728 0.01
H 0.053 -1.204 -2.080 0.292 0.143 -0.589 0.09
H 1.729 -0.410 -2.208 -0.445 -0.203 -0.651 0.08
H 1.365 -1.515 -0.989 -0.242 0.332 0.714 0.07